# 1
Below is C5H8AuO4 as an isolated structure, with properties calculated with the ωB97M-V functional and the def2-TZVPD basis.

```
18
Properties=species:S:1:pos:R:3:forces:R:3:mulliken_spin:R:1
C -1.655 0.847 -0.980 -0.84 -0.20 -0.37 -0.003
O 1.781 -0.833 -0.577 1.77 -1.06 -2.28 0.380
H -0.093 -0.425 -2.523 0.11 0.21 0.16 -0.003
C 1.844 0.018 -1.666 0.68 0.79 -1.13 0.043
H 0.475 1.239 -2.875 0.04 -0.20 0.29 -0.002
O -1.433 -0.113 1.216 -3.19 0.25 0.04 0.461
Au 0.421 -0.211 0.631 1.19 -1.07 3.70 1.233
C 0.342 -1.657 2.055 2.26 0.07 3.87 0.609
H -1.970 -0.076 -1.496 0.17 0.18 0.17 -0.004
H 2.337 -0.445 -2.545 -0.19 0.00 0.40 0.017
O -0.234 0.897 -0.948 -0.30 1.98 -1.71 0.033
H -1.977 1.842 0.894 -0.02 -0.33 -0.10 -0.002
C -2.126 0.827 0.469 -0.85 0.98 -0.04 0.037
C 0.448 0.444 -2.111 0.06 -0.36 -0.97 -0.009
H -2.059 1.710 -1.535 0.18 -0.20 0.24 -0.001
O 0.737 -1.673 3.189 -1.24 -0.66 -2.39 0.204
H 2.427 0.939 -1.440 -0.22 -0.36 0.08 -0.007
H -3.217 0.633 0.461 0.39 -0.02 0.06 0.017
```
Positions in Å, forces in eV/Å.

The multiplicity is 4. The energy relative to the best compared isomer or geometry (same formula, charge and spin) comes out at 0.0 kJ/mol. The calculation puts the orbital gap (alpha / beta) at 5.63 / 6.86 eV. Its HOMO energy (alpha / beta) is -5.09 / -9.56 eV.

---

# 2
Below is C5H8Br4O as an isolated structure, with properties calculated with the ωB97M-V functional and the def2-TZVPD basis.

```
18
Properties=species:S:1:pos:R:3:forces:R:3:nbo_charge:R:1
H -1.155 -0.599 1.866 -0.07 0.80 -0.18 0.242
Br 1.515 2.235 -1.199 -0.09 -0.37 0.42 0.040
H 1.926 1.236 2.019 0.06 0.07 -0.02 0.495
H 0.993 -0.584 -1.777 0.86 -0.30 -0.88 0.232
C 0.088 -1.023 -1.423 0.10 1.17 -0.03 -0.649
H -1.199 1.432 -1.248 0.74 0.02 -0.94 0.237
C -0.167 -0.213 -0.158 1.55 1.07 1.70 -0.071
H -0.859 -1.909 0.899 -1.44 -3.31 -1.21 0.219
H -0.680 -0.795 -2.156 -0.01 -0.03 -0.14 0.228
O 1.158 1.476 1.489 -0.13 -0.42 -1.46 -0.735
Br -1.729 1.978 0.996 0.02 -0.06 -0.15 0.012
C -0.486 -1.005 1.121 3.94 1.62 1.79 -0.646
C 1.293 0.884 0.221 -2.13 -1.22 0.85 0.137
H 0.496 -1.278 1.713 -1.65 0.71 -1.20 0.223
Br -2.917 -0.209 -0.843 -0.49 -0.53 -0.22 0.052
Br 2.852 -0.249 0.321 0.27 -0.30 -0.36 0.043
C -1.269 0.709 -0.475 -1.78 1.71 1.47 -0.293
H 0.141 -2.086 -1.364 0.27 -0.65 0.56 0.234
```
Positions in Å, forces in eV/Å.

The multiplicity is 1. The calculation puts the orbital gap at 9.85 eV. Its HOMO energy is -9.69 eV.

---

# 3
Below is a 2-piece molecular cluster, C5H8BrCl overall, with properties calculated with the ωB97M-V functional and the def2-TZVPD basis.

```
15
Properties=species:S:1:pos:R:3:forces:R:3:nbo_charge:R:1
H -1.696 1.478 1.286 -0.87 -0.85 -0.20 0.218
H 0.973 -3.339 -0.839 -0.02 0.39 0.04 0.228
C -1.023 2.258 1.547 0.33 1.70 0.21 -0.674
H -1.641 3.230 1.585 1.14 -1.45 0.36 0.223
Br 2.619 -1.545 0.547 0.35 0.36 0.27 0.094
H 0.528 -2.580 -2.386 -0.40 -0.47 0.73 0.230
C 0.109 -1.385 -0.783 1.26 5.01 2.13 -0.330
H -0.688 -0.646 -1.059 0.33 -1.15 0.05 0.234
H -0.675 -3.241 -1.268 -1.82 -0.89 -0.14 0.226
C 1.081 -0.733 -0.079 -1.68 -2.24 -1.23 -0.048
H 0.705 1.515 0.454 0.91 -0.53 -0.32 0.190
H -0.533 1.944 2.500 -0.64 0.59 -0.38 0.229
Cl -0.025 3.410 -0.706 -0.05 1.43 -1.81 0.066
C 0.214 -2.707 -1.313 1.95 -1.06 -1.87 -0.652
C 0.051 2.341 0.514 -0.80 -0.84 2.17 -0.233
```
Positions in Å, forces in eV/Å.

The multiplicity is 1. The energy relative to the best compared isomer or geometry (same formula, charge and spin) comes out at 381.0 kJ/mol. The calculation puts the orbital gap (alpha / beta) at 9.92 / 6.25 eV. Its HOMO energy (alpha / beta) is -9.33 / -7.48 eV.

---

# 4
Below is one molecule with the formula C5H8BrN, with properties calculated with the ωB97M-V functional and the def2-TZVPD basis.

```
15
Properties=species:S:1:pos:R:3:forces:R:3:mulliken_spin:R:1
H 1.825 0.366 1.284 -1.70 0.51 -0.82 -0.002
H 1.431 1.618 0.120 0.27 0.60 -0.44 -0.003
H -0.980 0.179 -2.074 0.36 0.02 -4.67 0.005
H 0.319 -1.896 1.016 0.18 -0.68 0.76 0.026
C -0.301 -1.388 0.323 3.05 1.50 -0.28 0.412
C 0.353 -0.145 -0.326 -0.82 -0.69 -3.80 -0.008
N -2.150 -0.608 -0.703 5.40 -0.39 0.32 0.776
H 1.040 -0.333 -1.258 -0.32 -0.47 2.25 0.020
C -0.816 0.506 -1.157 -1.51 -2.93 6.29 0.084
C -1.602 -1.533 0.148 -2.03 0.01 -1.22 -0.102
C 0.965 0.814 0.650 0.85 -0.22 1.61 0.024
Br -3.709 0.261 0.040 -4.50 2.15 1.44 0.786
H -1.174 1.404 -0.698 -0.36 0.76 -0.64 -0.017
H 0.168 1.280 1.279 0.69 -0.55 -0.10 -0.003
H -2.258 -2.200 0.740 0.44 0.38 -0.70 0.001
```
Positions in Å, forces in eV/Å.

The multiplicity is 3. The energy relative to the best compared isomer or geometry (same formula, charge and spin) comes out at 80.7 kJ/mol. The calculation puts the orbital gap (alpha / beta) at 6.51 / 7.24 eV. Its HOMO energy (alpha / beta) is -5.66 / -9.15 eV.

---

# 5
Below is one molecule with the formula C5H8BrPS, with properties calculated with the ωB97M-V functional and the def2-TZVPD basis.

```
16
Properties=species:S:1:pos:R:3:forces:R:3:nbo_charge:R:1
H 1.867 1.833 1.001 0.07 0.00 0.05 0.230
P -0.897 -1.626 0.350 0.04 0.06 -0.50 1.168
Br -1.236 -1.176 2.504 0.01 -0.09 0.01 -0.212
H 1.470 -1.116 0.960 -0.10 -0.16 0.05 0.254
H -1.082 1.933 -0.536 0.05 0.24 -0.03 0.218
H 1.544 2.422 -0.636 0.04 0.11 0.02 0.226
C 0.522 0.626 -0.124 0.46 -2.71 0.46 0.061
C -0.745 0.923 -0.359 -0.10 0.04 -0.12 -0.219
H 2.589 1.014 -0.383 0.10 0.08 -0.04 0.220
S -1.334 -3.416 -0.250 0.14 0.59 0.27 -0.489
C -1.752 -0.181 -0.429 -0.06 -0.32 0.15 -0.773
C 1.697 1.530 -0.033 -0.06 0.10 -0.05 -0.651
C 0.802 -0.974 0.114 -0.73 2.38 -0.35 -0.798
H -1.987 -0.436 -1.467 -0.01 -0.13 0.05 0.254
H 1.237 -1.409 -0.787 -0.03 -0.06 0.03 0.255
H -2.694 0.054 0.075 0.16 -0.13 0.00 0.256
```
Positions in Å, forces in eV/Å.

The multiplicity is 1. The energy relative to the best compared isomer or geometry (same formula, charge and spin) comes out at 0.0 kJ/mol. The calculation puts the orbital gap at 9.48 eV. Its structure (SMILES) is CC1=CC[P@](=S)(Br)C1. Its HOMO energy is -8.99 eV.

---

# 6
Below is C5H8Cl2FNOS as an isolated structure, with properties calculated with the ωB97M-V functional and the def2-TZVPD basis.

```
19
Properties=species:S:1:pos:R:3:forces:R:3:nbo_charge:R:1
Cl 2.143 -0.591 0.743 0.10 0.04 0.02 0.012
F 0.250 1.186 1.038 2.19 0.37 -1.10 -0.376
C -2.105 0.026 0.325 -3.98 0.29 1.32 -0.031
H -1.316 -2.575 -0.350 0.38 1.10 1.04 0.254
H -2.428 0.758 1.181 0.14 -1.01 -2.03 0.219
H 0.363 -2.032 -0.325 1.58 -0.10 -0.33 0.218
H 1.031 2.023 -1.630 1.66 -0.79 2.50 0.201
H 0.219 -1.099 2.322 -0.35 -1.30 -1.34 0.230
H 1.954 2.728 0.895 0.28 -0.25 -1.31 0.483
C 0.995 0.522 -0.009 0.06 2.16 0.30 0.236
C 1.757 1.578 -0.751 0.16 2.42 -2.73 -0.136
Cl -0.084 -0.102 -1.225 3.84 3.38 -6.43 0.107
O 2.373 2.630 0.002 -0.77 -0.82 0.92 -0.711
C -0.568 -1.525 1.625 -1.46 0.68 1.96 -0.234
S -2.970 -0.473 -1.040 0.12 1.25 1.53 -0.150
H 2.576 1.078 -1.323 -0.66 0.28 0.46 0.212
C -0.556 -1.887 0.120 -2.69 -1.13 4.49 -0.244
H -1.416 -1.863 2.266 0.53 -0.11 -0.64 0.201
N -0.975 -0.525 0.655 -1.13 -6.46 1.38 -0.490
```
Positions in Å, forces in eV/Å.

The multiplicity is 1. The calculation puts the orbital gap at 8.38 eV. Its HOMO energy is -8.39 eV.